Entry from OMol25: an isolated ion of composition C2H3N2OS and charge +1 (wB97M-V/def2-TZVPD).

Summary:
* total energy: -660.45509 Eh
* lowest unoccupied orbital energy (spin up / spin down): -0.21634 / -0.32118 Ha
* <S²>: 2.02
* orbital gap (spin up / spin down): 7.28 / 7.71 eV
* HOMO (spin up / spin down): -13.2 / -16.4 eV
* energy above the lowest of the compared OMol25 structures with the same formula, charge and spin: 38.2 kcal per mole

```
! wB97M-V def2-TZVPD RIJCOSX def2/J DEFGRID3
* xyz 1 3
C -0.378 -1.323 0.009
C -0.746 -0.154 0.476
N 1.078 -1.336 -0.163
N 1.689 -0.340 -0.046
O -0.061 1.927 -0.448
S 0.559 1.022 0.711
H -1.061 -2.152 -0.278
H -1.784 0.144 0.731
H 0.704 2.212 -0.991
*
```

Here are the natural (NBO) charges for atoms 1 to 5, given in e:
1. C -0.0414
2. C -0.4698
3. N 0.0404
4. N -0.1425
5. O -0.7929

=====

Entry from OMol25: C2H3N2P as an isolated structure (wB97M-V/def2-TZVPD).

Summary:
* total energy: -528.70543 Eh
* lowest unoccupied orbital energy: -0.02064 Ha
* orbital gap: 7.92 eV
* HOMO: -8.5 eV
* energy above the lowest of the compared OMol25 structures with the same formula, charge and spin: 85.5 kcal per mole

```
! wB97M-V def2-TZVPD RIJCOSX def2/J DEFGRID3
* xyz 0 1
C 1.244 -0.200 0.001
C 0.508 -1.258 -0.042
N 1.697 0.877 -0.104
N -1.247 0.850 -0.095
P -1.054 -0.694 -0.079
H 2.696 1.144 -0.087
H -2.269 1.177 0.000
H -1.575 -1.896 0.407
*
```

Here are the natural (NBO) charges for atoms 1 to 5, given in e:
1. C 0.4561
2. C -0.8390
3. N -0.6405
4. N -1.1487
5. P 1.3386

=====

Entry from OMol25: a 2-piece molecular cluster, C2H3N2S2 overall (wB97M-V/def2-TZVPD).

Summary:
* total energy: -983.56682 Eh
* lowest unoccupied orbital energy: -0.22048 Ha
* orbital gap: 7.93 eV
* HOMO: -13.9 eV
* energy above the lowest of the compared OMol25 structures with the same formula, charge and spin: 35.4 kcal per mole

```
! wB97M-V def2-TZVPD RIJCOSX def2/J DEFGRID3
* xyz 1 1
C 2.097 -0.168 -0.255
C -1.629 1.055 -0.313
N -1.326 1.413 -1.391
N 1.488 0.267 0.750
S -1.520 0.273 1.024
S 2.445 -0.580 -1.650
H -0.949 2.166 -2.022
H 0.447 0.605 0.799
H 1.936 0.573 1.590
*
```

Here are the natural (NBO) charges for atoms 1 to 5, given in e:
1. C 0.1965
2. C 0.2467
3. N -0.6057
4. N -0.7713
5. S 0.0312

=====

Entry from OMol25: an isolated ion of composition C2H3N2S3 and charge -1 (wB97M-V/def2-TZVPD).

Summary:
* total energy: -1382.11745 Eh
* lowest unoccupied orbital energy: 0.12231 Ha
* orbital gap: 7.82 eV
* SMILES: NC(=S)/N=C(\[S-])S
* HOMO: -4.5 eV
* energy above the lowest of the compared OMol25 structures with the same formula, charge and spin: 21.4 kcal per mole

```
! wB97M-V def2-TZVPD RIJCOSX def2/J DEFGRID3
* xyz -1 1
N -1.548 -0.480 -0.186
C -1.717 0.788 -0.039
S -3.237 1.533 0.034
N -0.365 1.745 0.047
C 0.730 1.112 0.132
S 1.374 -0.427 0.075
S 1.926 2.563 -0.033
H -0.483 -1.001 -0.313
H -2.494 -0.956 -0.201
H 3.018 2.016 0.514
*
```

Here are the natural (NBO) charges for atoms 1 to 5, given in e:
1. N -0.8328
2. C 0.2865
3. S -0.3610
4. N -0.5539
5. C -0.0079

=====

Entry from OMol25: C2H3N3 as an isolated structure (wB97M-V/def2-TZVPD).

Summary:
* total energy: -242.10605 Eh
* lowest unoccupied orbital energy: 0.03163 Ha
* orbital gap: 10.63 eV
* HOMO: -9.8 eV
* energy above the lowest of the compared OMol25 structures with the same formula, charge and spin: 104.6 kcal per mole

```
! wB97M-V def2-TZVPD RIJCOSX def2/J DEFGRID3
* xyz 0 1
N 1.053 0.292 0.687
C -0.684 -0.638 0.528
C -1.133 -0.187 -0.570
N 0.252 0.953 -1.277
N 1.101 0.875 -0.450
H 2.000 -0.004 0.971
H -0.707 -1.190 1.450
H -1.882 -0.101 -1.340
*
```

Here are the natural (NBO) charges for atoms 1 to 5, given in e:
1. N -0.4704
2. C -0.1446
3. C -0.2504
4. N -0.1003
5. N 0.0813

=====

Entry from OMol25: one molecule with the formula C2H3N3 (wB97M-V/def2-TZVPD).

Summary:
* total energy: -242.26083 Eh
* lowest unoccupied orbital energy: 0.03411 Ha
* orbital gap: 11.23 eV
* SMILES: c1nc[nH]n1
* HOMO: -10.3 eV
* energy above the lowest of the compared OMol25 structures with the same formula, charge and spin: 7.4 kcal per mole

```
! wB97M-V def2-TZVPD RIJCOSX def2/J DEFGRID3
* xyz 0 1
C 1.221 0.095 0.129
N 0.549 -1.076 -0.029
C -0.696 -0.671 -0.019
N -0.733 0.664 0.120
N 0.510 1.180 0.237
H 2.255 -0.184 0.309
H -1.576 -1.289 -0.115
H -1.530 1.278 0.125
*
```

Here are the natural (NBO) charges for atoms 1 to 5, given in e:
1. C 0.1138
2. N -0.4792
3. C 0.1688
4. N -0.3576
5. N -0.2763

=====

Entry from OMol25: one molecule with the formula C2H3N3 (wB97M-V/def2-TZVPD).

Summary:
* total energy: -242.20447 Eh
* lowest unoccupied orbital energy: 0.03022 Ha
* orbital gap: 9.94 eV
* SMILES: c1nc[nH]n1
* HOMO: -9.1 eV
* energy above the lowest of the compared OMol25 structures with the same formula, charge and spin: 42.8 kcal per mole

```
! wB97M-V def2-TZVPD RIJCOSX def2/J DEFGRID3
* xyz 0 1
C 1.328 -0.026 0.298
N 0.533 -1.057 0.137
C -0.686 -0.618 -0.062
N -0.762 0.726 -0.030
N 0.421 1.297 0.189
H 2.366 -0.238 -0.088
H -1.525 -1.263 -0.246
H -1.673 1.180 -0.198
*
```

Here are the natural (NBO) charges for atoms 1 to 5, given in e:
1. C 0.0873
2. N -0.4674
3. C 0.1222
4. N -0.3190
5. N -0.2760

=====

Entry from OMol25: a 2-piece molecular cluster, C2H3N3 overall (wB97M-V/def2-TZVPD).

Summary:
* total energy: -242.20714 Eh
* lowest unoccupied orbital energy: 0.03010 Ha
* orbital gap: 11.05 eV
* SMILES: N=C=N.C#N
* HOMO: -10.2 eV
* energy above the lowest of the compared OMol25 structures with the same formula, charge and spin: 41.1 kcal per mole

```
! wB97M-V def2-TZVPD RIJCOSX def2/J DEFGRID3
* xyz 0 1
N -0.214 0.220 1.473
C -0.790 0.731 0.557
N -1.202 0.826 -0.561
H 0.190 0.706 2.168
H -2.169 1.154 -0.781
C 1.439 -1.117 -0.817
N 1.220 -0.552 -1.795
H 1.527 -1.968 -0.245
*
```

Here are the natural (NBO) charges for atoms 1 to 5, given in e:
1. N -0.7282
2. C 0.6420
3. N -0.6935
4. H 0.3814
5. H 0.4045

=====

Entry from OMol25: a 2-piece molecular cluster, C2H3N3 overall (wB97M-V/def2-TZVPD).

Summary:
* total energy: -242.03497 Eh
* lowest unoccupied orbital energy (spin up / spin down): -0.00762 / -0.01022 Ha
* orbital gap (spin up / spin down): 8.49 / 7.97 eV
* HOMO (spin up / spin down): -8.7 / -8.3 eV
* energy above the lowest of the compared OMol25 structures with the same formula, charge and spin: 149.2 kcal per mole

```
! wB97M-V def2-TZVPD RIJCOSX def2/J DEFGRID3
* xyz 0 1
C -0.270 -0.327 0.533
C -1.142 -1.040 -0.319
N -1.549 -2.421 0.014
N -2.356 -1.595 0.321
N -0.275 0.161 1.672
H 1.306 0.234 -0.855
H -1.215 -0.925 -1.398
H 0.325 0.804 2.148
*
```

Here are the natural (NBO) charges for atoms 1 to 5, given in e:
1. C 0.4061
2. C -0.2340
3. N 0.0065
4. N -0.0014
5. N -0.6189

=====

Entry from OMol25: a 2-piece molecular cluster, C2H3N3O overall (wB97M-V/def2-TZVPD).

Summary:
* total energy: -317.27170 Eh
* lowest unoccupied orbital energy (spin up / spin down): -0.01082 / -0.06132 Ha
* orbital gap (spin up / spin down): 8.29 / 7.38 eV
* HOMO (spin up / spin down): -8.6 / -9.0 eV
* energy above the lowest of the compared OMol25 structures with the same formula, charge and spin: 163.5 kcal per mole

```
! wB97M-V def2-TZVPD RIJCOSX def2/J DEFGRID3
* xyz 0 1
C 0.483 0.700 0.446
C 1.299 -0.402 0.027
N -0.840 0.921 0.430
N -2.872 0.023 -0.115
N -1.811 0.333 0.022
O 0.909 -1.571 -0.186
H 1.002 1.487 0.781
H 2.434 -0.144 -0.068
H -0.606 -1.347 -1.337
*
```

Here are the natural (NBO) charges for atoms 1 to 5, given in e:
1. C -0.0430
2. C 0.2563
3. N -0.2851
4. N 0.0239
5. N 0.2545

=====

Entry from OMol25: one molecule with the formula C2H3N3O (wB97M-V/def2-TZVPD).

Summary:
* total energy: -317.40395 Eh
* lowest unoccupied orbital energy: 0.03438 Ha
* orbital gap: 10.50 eV
* SMILES: On1ccnn1
* HOMO: -9.6 eV
* energy above the lowest of the compared OMol25 structures with the same formula, charge and spin: 80.6 kcal per mole

```
! wB97M-V def2-TZVPD RIJCOSX def2/J DEFGRID3
* xyz 0 1
O 2.000 -0.181 -0.075
N 0.657 -0.078 0.010
C -0.165 0.941 -0.080
C -1.379 0.248 -0.079
N -1.197 -1.115 -0.028
N 0.057 -1.314 -0.036
H 2.142 -1.108 0.064
H 0.289 1.958 0.177
H -2.403 0.648 0.046
*
```

Here are the natural (NBO) charges for atoms 1 to 5, given in e:
1. O -0.4977
2. N 0.1000
3. C -0.1089
4. C -0.1380
5. N -0.2127

=====

Entry from OMol25: a 2-piece molecular cluster, C2H3N3O overall (wB97M-V/def2-TZVPD).

Summary:
* total energy: -317.36370 Eh
* lowest unoccupied orbital energy (spin up / spin down): 0.00490 / 0.00492 Ha
* orbital gap (spin up / spin down): 9.01 / 9.01 eV
* HOMO (spin up / spin down): -8.9 / -8.9 eV
* energy above the lowest of the compared OMol25 structures with the same formula, charge and spin: 105.8 kcal per mole

```
! wB97M-V def2-TZVPD RIJCOSX def2/J DEFGRID3
* xyz 0 1
O -1.819 -0.226 -1.354
C -1.064 -0.440 -0.302
N 0.028 -0.978 -0.124
N 1.187 -0.838 0.350
C 0.719 1.543 1.074
N -0.290 1.761 0.550
H -1.305 -0.269 -2.178
H 1.509 -1.750 0.683
H 1.654 1.400 1.569
*
```

Here are the natural (NBO) charges for atoms 1 to 5, given in e:
1. O -0.6362
2. C 0.4931
3. N -0.1518
4. N -0.4897
5. C 0.1079

=====

Entry from OMol25: C2H3N3O as an isolated structure (wB97M-V/def2-TZVPD).

Summary:
* total energy: -317.35495 Eh
* lowest unoccupied orbital energy (spin up / spin down): -0.02907 / -0.02907 Ha
* orbital gap (spin up / spin down): 9.29 / 9.29 eV
* HOMO (spin up / spin down): -10.1 / -10.1 eV
* energy above the lowest of the compared OMol25 structures with the same formula, charge and spin: 111.3 kcal per mole

```
! wB97M-V def2-TZVPD RIJCOSX def2/J DEFGRID3
* xyz 0 1
O -1.215 -1.487 1.094
C -0.739 -0.529 0.403
N -1.044 0.504 -0.266
C 1.102 0.972 -0.960
N 1.655 0.162 -0.334
N 0.527 -1.120 0.534
H -2.040 0.662 -0.328
H 0.829 1.783 -1.604
H 0.925 -0.946 1.462
*
```

Here are the natural (NBO) charges for atoms 1 to 5, given in e:
1. O -0.5050
2. C 0.6468
3. N -0.8124
4. C 0.2692
5. N -0.3402

=====

Entry from OMol25: one molecule with the formula C2H3N3O (wB97M-V/def2-TZVPD).

Summary:
* total energy: -317.38487 Eh
* lowest unoccupied orbital energy: 0.02950 Ha
* orbital gap: 10.77 eV
* SMILES: On1ccnn1
* HOMO: -10.0 eV
* energy above the lowest of the compared OMol25 structures with the same formula, charge and spin: 92.5 kcal per mole

```
! wB97M-V def2-TZVPD RIJCOSX def2/J DEFGRID3
* xyz 0 1
O -0.842 1.807 0.590
N -0.415 0.602 0.071
C 0.079 -0.563 0.737
C 0.472 -1.293 -0.349
N 0.253 -0.732 -1.537
N -0.435 0.467 -1.205
H -0.651 2.359 -0.181
H 0.391 -0.557 1.865
H 1.147 -2.090 0.007
*
```

Here are the natural (NBO) charges for atoms 1 to 5, given in e:
1. O -0.4818
2. N 0.1395
3. C -0.1656
4. C -0.0924
5. N -0.2601

=====

Entry from OMol25: a 2-piece molecular cluster, C2H3N3O overall (wB97M-V/def2-TZVPD).

Summary:
* total energy: -317.29116 Eh
* lowest unoccupied orbital energy (spin up / spin down): 0.02680 / -0.06148 Ha
* <S²>: 2.02
* orbital gap (spin up / spin down): 9.28 / 8.28 eV
* HOMO (spin up / spin down): -8.5 / -10.0 eV
* energy above the lowest of the compared OMol25 structures with the same formula, charge and spin: 33.7 kcal per mole

```
! wB97M-V def2-TZVPD RIJCOSX def2/J DEFGRID3
* xyz 0 3
C 1.126 0.550 0.155
C 0.998 -0.759 0.615
N 0.063 1.274 -0.271
N -2.237 0.777 -0.310
N -1.141 0.954 -0.215
O -0.039 -1.441 0.706
H 2.097 0.971 0.061
H 1.997 -1.285 1.003
H -2.862 -1.041 -1.745
*
```

Here are the natural (NBO) charges for atoms 1 to 5, given in e:
1. C -0.0538
2. C 0.2502
3. N -0.3082
4. N 0.0521
5. N 0.2603

=====

Entry from OMol25: one molecule with the formula C2H3N3O2 (wB97M-V/def2-TZVPD).

Summary:
* total energy: -392.69399 Eh
* lowest unoccupied orbital energy: 0.00767 Ha
* orbital gap: 9.62 eV
* SMILES: [H]/N=c1\nc(O)o[nH]1
* HOMO: -9.4 eV
* energy above the lowest of the compared OMol25 structures with the same formula, charge and spin: 62.5 kcal per mole

```
! wB97M-V def2-TZVPD RIJCOSX def2/J DEFGRID3
* xyz 0 1
H 2.197 1.216 0.984
N 2.182 0.194 0.840
C 1.018 0.018 0.373
N 0.094 1.121 -0.013
C -0.959 0.422 -0.311
O -2.027 0.870 -0.988
O -0.898 -0.908 -0.311
N 0.391 -1.166 0.106
H -2.404 0.080 -1.519
H 0.406 -1.849 0.840
*
```

Here are the natural (NBO) charges for atoms 1 to 5, given in e:
1. H 0.3604
2. N -0.6946
3. C 0.4858
4. N -0.5296
5. C 0.7694

=====

Entry from OMol25: one molecule with the formula C2H3N3O2S (wB97M-V/def2-TZVPD).

Summary:
* total energy: -790.89927 Eh
* lowest unoccupied orbital energy: 0.01591 Ha
* orbital gap: 9.62 eV
* SMILES: Nn1c(=S)[nH]oc1=O
* HOMO: -9.2 eV
* energy above the lowest of the compared OMol25 structures with the same formula, charge and spin: 24.2 kcal per mole

```
! wB97M-V def2-TZVPD RIJCOSX def2/J DEFGRID3
* xyz 0 1
N -0.609 -1.433 0.882
N -0.200 -0.293 0.213
C 0.041 -0.222 -1.149
S -0.007 -1.397 -2.284
N 0.322 1.101 -1.365
O 0.532 1.758 -0.132
C 0.124 0.899 0.843
O 0.086 1.146 2.019
H 0.089 -1.679 1.582
H -1.458 -1.216 1.408
H 1.080 1.337 -2.016
*
```

Here are the natural (NBO) charges for atoms 1 to 5, given in e:
1. N -0.5969
2. N -0.3188
3. C 0.2040
4. S -0.0995
5. N -0.2998

=====

Entry from OMol25: one molecule with the formula C2H3N3O3 (wB97M-V/def2-TZVPD).

Summary:
* total energy: -467.86363 Eh
* lowest unoccupied orbital energy: 0.01410 Ha
* orbital gap: 10.60 eV
* SMILES: [H]/N=c1/nc(O)on1O
* HOMO: -10.2 eV
* energy above the lowest of the compared OMol25 structures with the same formula, charge and spin: 63.2 kcal per mole

```
! wB97M-V def2-TZVPD RIJCOSX def2/J DEFGRID3
* xyz 0 1
H -2.761 -0.756 0.037
N -1.875 -1.319 0.153
C -0.793 -0.750 -0.168
N 0.526 -1.157 0.036
C 1.210 -0.089 -0.097
O 2.557 0.000 0.282
O 0.591 0.993 -0.297
N -0.829 0.586 -0.628
O -1.404 1.379 0.422
H 2.788 -0.948 0.080
H -1.239 0.989 1.296
*
```

Here are the natural (NBO) charges for atoms 1 to 5, given in e:
1. H 0.3703
2. N -0.6414
3. C 0.4563
4. N -0.5890
5. C 0.8071

=====

Entry from OMol25: one molecule with the formula C2H3N3O3 (wB97M-V/def2-TZVPD).

Summary:
* total energy: -467.80630 Eh
* lowest unoccupied orbital energy: -0.00261 Ha
* orbital gap: 9.35 eV
* SMILES: [H]/N=c1/c(O)non1O
* HOMO: -9.4 eV
* energy above the lowest of the compared OMol25 structures with the same formula, charge and spin: 99.2 kcal per mole

```
! wB97M-V def2-TZVPD RIJCOSX def2/J DEFGRID3
* xyz 0 1
H -0.210 2.307 -0.599
N 0.440 1.528 -0.148
C 0.125 0.351 -0.153
C 1.096 -0.683 0.174
O 2.412 -0.358 0.352
N 0.490 -1.875 -0.066
O -0.916 -1.641 -0.135
N -1.098 -0.292 -0.350
O -1.975 0.183 0.619
H 2.515 0.523 -0.042
H -2.877 -0.042 0.346
*
```

Here are the natural (NBO) charges for atoms 1 to 5, given in e:
1. H 0.3845
2. N -0.6524
3. C 0.2929
4. C 0.4077
5. O -0.6314

=====

Entry from OMol25: one molecule with the formula C2H3N3OS (wB97M-V/def2-TZVPD).

Summary:
* total energy: -715.60989 Eh
* lowest unoccupied orbital energy: -0.03565 Ha
* orbital gap: 8.90 eV
* SMILES: O=c1nc(S)[nH][nH]1
* HOMO: -9.9 eV
* energy above the lowest of the compared OMol25 structures with the same formula, charge and spin: 54.2 kcal per mole

```
! wB97M-V def2-TZVPD RIJCOSX def2/J DEFGRID3
* xyz 0 1
O 0.478 0.259 -2.673
C 0.159 0.024 -1.530
N -0.681 0.641 -0.683
C -0.688 0.273 0.496
S -1.164 0.907 1.943
N 0.153 -0.938 0.684
N 0.718 -1.048 -0.622
H -0.662 2.467 1.972
H 1.035 -0.538 1.382
H 0.651 -2.046 -0.968
*
```

Here are the natural (NBO) charges for atoms 1 to 5, given in e:
1. O -0.5334
2. C 0.7567
3. N -0.5286
4. C 0.2177
5. S 0.0735